104
Properties=species:S:1:pos:R:3:mulliken_charge:R:1 method="wB97M-V/def2-TZVPD" e_tot_ha=-3207.86531 orbital_gap_ev=7.25 charge=-1 spin_multiplicity=1 molar_mass_g_mol=723.07
C 1.1463 1.1398 0.4828 -0.7984
C -0.3737 1.2561 0.4580 -0.0411
O -1.0154 0.2552 -0.2660 0.5576
H 1.4050 0.1937 0.9711 -0.3266
H 1.5910 1.9370 1.0962 0.5658
H 1.6957 1.2041 -0.4545 -0.1894
H -0.6553 2.2479 0.0396 0.0227
H -0.8316 1.2995 1.4667 0.4328
C 1.8893 -5.0301 -0.1242 -0.8497
S 0.3817 -4.5513 0.8082 0.6332
O 0.3678 -5.4227 2.0259 -0.6886
C 1.0355 -2.9558 1.2735 0.3951
H 2.0849 -4.3278 -0.9392 0.1552
H 1.7285 -5.9492 -0.6902 0.3898
H 2.7013 -5.1144 0.5934 0.2993
H 0.2331 -2.4267 1.7890 -0.2879
H 1.3877 -2.3694 0.4244 -0.2463
H 1.9142 -3.0660 1.9140 0.1438
C 5.8446 0.1098 -2.6734 -0.7326
S 5.3606 1.7855 -3.1316 0.4101
O 5.1148 1.7346 -4.6259 -0.6263
C 3.7682 1.7231 -2.2875 -0.4261
H 6.0661 0.0071 -1.6144 0.3058
H 6.7690 -0.0984 -3.2233 0.3882
H 5.1251 -0.5825 -3.1110 0.1043
H 3.4241 0.7451 -1.9497 -0.2812
H 3.0125 1.9895 -3.0331 0.2807
H 3.6795 2.4686 -1.4975 0.5056
C -1.6762 4.4293 1.8386 -0.6985
S -0.6482 5.5066 0.7747 0.4973
O -0.5963 6.8229 1.5149 -0.6943
C 0.9156 4.5707 1.0097 -0.2069
H -2.6584 4.8982 1.7751 0.3845
H -1.3508 4.4973 2.8757 0.4040
H -1.7253 3.3955 1.5038 -0.0189
H 1.6259 4.9106 1.7624 0.4965
H 1.4307 4.5189 0.0499 0.2837
H 0.6612 3.5462 1.2884 -0.4654
C 1.9351 -0.0751 4.0053 0.2809
C 1.0407 0.9545 4.5149 -0.0058
N 0.2941 1.7275 4.9059 -0.5125
H 2.1094 -0.8821 4.7137 0.5249
H 2.8743 0.3986 3.7354 0.1404
H 1.4057 -0.5022 3.1518 -0.3338
N -2.1634 1.5005 -2.7338 1.2664
C -2.6291 2.7870 -2.7922 -0.5390
C -2.9334 3.1116 -4.0868 -0.7731
C -2.8229 1.9309 -4.8428 -0.7685
C -2.2943 0.9837 -4.0010 -0.7214
H -2.0542 1.0589 -1.8233 -0.3337
H -2.6612 3.4338 -1.9295 0.4789
H -3.3682 4.0533 -4.3888 0.3883
H -3.0082 1.7439 -5.8872 0.4192
H -2.1249 -0.0664 -4.1920 0.4692
N -2.4094 -2.0603 -1.6431 0.9376
C -3.7440 -1.8001 -1.8595 -0.6332
C -4.3108 -2.9601 -2.3099 -0.5730
C -3.2871 -3.9376 -2.4438 -0.8740
C -2.1496 -3.3687 -1.9000 -0.3208
H -1.7646 -1.3743 -1.2677 -0.3181
H -4.2140 -0.8440 -1.7018 0.2979
H -5.3279 -3.0854 -2.6456 0.4508
H -3.4497 -4.9144 -2.8674 0.4215
H -1.1505 -3.7120 -1.6928 0.3338
N 0.7978 -0.4988 -2.5932 0.8855
C 1.6138 -1.5814 -2.4600 0.0902
C 2.3720 -1.7287 -3.6081 -0.7806
C 2.0586 -0.6281 -4.3987 -0.5691
C 1.0311 0.0745 -3.8274 -0.7950
H 0.1951 -0.1542 -1.8452 -0.2532
H 1.4999 -2.2535 -1.6244 -0.3251
H 3.0488 -2.5168 -3.8955 0.5152
H 2.4739 -0.3111 -5.3461 0.3570
H 0.6108 1.0034 -4.1743 0.6280
N -2.3883 -1.0012 1.8714 1.2465
C -2.1396 -0.7961 3.1962 -0.8330
C -3.0419 -1.5439 3.9257 -0.7318
C -3.8626 -2.2217 3.0119 -0.8743
C -3.4633 -1.8309 1.7398 -0.4417
H -1.7704 -0.7108 1.1017 -0.4067
H -1.3734 -0.1156 3.5332 0.6003
H -3.0072 -1.6670 4.9973 0.4365
H -4.6954 -2.8714 3.2234 0.4436
H -3.7983 -2.2088 0.7877 0.3097
N -3.8202 1.4405 0.5653 0.7839
C -4.7365 1.7459 -0.4038 -0.4816
C -5.8558 2.2410 0.2057 -0.8688
C -5.6510 2.1406 1.6181 -0.9677
C -4.3900 1.6670 1.7971 -0.5466
H -2.8923 1.0529 0.4526 -0.0178
H -4.4760 1.6428 -1.4433 0.4412
H -6.7692 2.5020 -0.3048 0.4127
H -6.4281 2.3714 2.3273 0.4415
H -3.7662 1.4988 2.6616 0.5292
N 5.1117 -0.3789 2.8414 0.0587
C 4.3362 -1.3858 2.2921 -0.7934
C 4.5572 -2.4910 3.0972 -0.2863
C 5.3190 -2.0698 4.2162 -0.6306
C 5.6595 -0.7717 4.0263 -0.5890
H 5.1655 0.4989 2.3565 0.2109
H 3.8099 -1.2401 1.3649 0.7008
H 4.1325 -3.4747 2.9720 0.4598
H 5.6150 -2.7189 5.0240 0.4205
H 6.2970 -0.1085 4.5855 0.4397

=====

11
Properties=species:S:1:pos:R:3:nbo_charge:R:1 method="wB97M-V/def2-TZVPD" e_tot_ha=-339.51409 orbital_gap_ev=9.93 spin_multiplicity=1 molar_mass_g_mol=96.09
O 1.0315 -0.9010 1.2596 -0.5641
C -1.0166 0.2143 1.1000 0.2808
C -1.3349 -0.5269 -0.0820 -0.3606
C -0.4380 -0.3623 -1.0698 0.0635
N 0.8042 0.1954 -0.7449 -0.6521
C 1.2870 0.0532 0.5624 0.5397
N -0.6622 1.1030 1.7570 -0.3314
H -2.3077 -0.9835 -0.1755 0.2534
H -0.6346 -0.6019 -2.1125 0.2168
H 1.1846 0.9373 -1.3111 0.4097
H 1.9201 0.8840 0.9017 0.1444

=====

13
Properties=species:S:1:pos:R:3:nbo_charge:R:1 method="wB97M-V/def2-TZVPD" e_tot_ha=-989.40588 orbital_gap_ev="10.36 / 6.66" charge=+1 spin_multiplicity=2 molar_mass_g_mol=116.21
C 1.1063 0.7458 -1.5438 -0.8130
S 1.4397 -0.2852 -0.1241 0.5064
S 1.6921 1.1439 1.3654 0.1562
H 0.2667 0.3261 -2.1046 0.2919
H 0.9252 1.7829 -1.2830 0.2794
H 1.9430 0.7450 -2.2558 0.2846
H 0.4927 0.7630 1.9807 0.2445
H -1.6356 0.2680 0.9953 0.4825
H -1.4189 -0.4518 2.2452 0.4833
O -1.5078 0.4739 1.9489 -0.9150
H -1.2640 -2.3325 -0.9805 0.4883
H -0.5788 -1.4317 -0.0126 0.4351
O -1.4607 -1.7474 -0.2311 -0.9243

=====

10
Properties=species:S:1:pos:R:3:nbo_charge:R:1 method="wB97M-V/def2-TZVPD" e_tot_ha=-1387.98146 orbital_gap_ev="7.17 / 5.52" charge=+1 spin_multiplicity=3 molar_mass_g_mol=234.10
C -1.0135 -0.3107 0.1289 -0.0729
C 0.4105 -0.1795 0.6530 -0.1216
O 1.2994 -0.1129 -0.4057 -0.7253
Yb 2.9296 1.1468 -1.2891 1.2762
H -1.1266 -1.2965 -0.3590 0.1953
H -1.7446 -0.2138 0.9442 0.2241
H 0.6251 -1.0572 1.2951 0.2014
H 0.4529 0.7017 1.3258 0.2193
O -1.2658 0.7149 -0.8168 -0.6555
H -0.5669 0.6073 -1.4764 0.4589